# 1
Below is a cluster of 2 separate species, C15H21O4 in total, with properties calculated with ωB97M-V with the def2-TZVPD basis set.

largest force on an atom = 0.0554 Eh/bohr
Kohn-Sham gap = 0.17517 Eh
multiplicity = 1
relative energy (zero: lowest compared OMol25 entry of this formula, charge and spin) = 298.3 kJ/mol
calculated total energy = -24083.916 eV
total charge = -1
HOMO = -2.484 eV

XYZ file:
```
40
Properties=species:S:1:pos:R:3:forces:R:3
C -1.33810 -0.60689 0.87801 0.4 0.8 -0.4
C -0.82082 -0.93351 -0.55077 1.2 -0.1 -1.7
C -1.58205 -1.64880 -1.57737 1.4 0.6 -0.4
C -1.03846 -1.89602 -2.90221 1.1 0.8 0.7
C 0.30465 -1.43606 -3.29671 -0.9 0.6 2.6
C 1.07205 -0.72776 -2.28748 -0.8 -0.3 0.7
C 2.51608 -0.13018 -2.53444 -0.6 -0.3 1.4
C 2.41285 1.42729 -2.27491 -1.9 0.1 -1.8
O 2.78325 1.91506 -0.98248 1.7 -0.6 -1.0
C 4.10372 2.39064 -1.19095 -1.9 0.4 -0.3
O 4.98668 2.19578 -0.43034 0.1 0.6 -0.4
O 4.07767 3.11746 -2.37544 0.5 -1.5 1.2
C 3.11208 2.43571 -3.26187 0.4 1.2 0.8
C 2.12770 3.56247 -3.77145 0.2 -1.0 -0.7
C 0.52489 -0.48484 -0.93867 -1.4 -1.2 -1.3
H -2.43916 -0.38785 0.91484 1.0 -0.6 0.0
H -0.83587 0.35924 1.17723 -0.4 -1.0 -0.2
H -1.05470 -1.36264 1.65545 -0.6 0.4 -0.7
H -2.61639 -1.98851 -1.33582 1.0 0.3 -0.2
H -1.64545 -2.45216 -3.66075 0.5 0.6 0.9
H 0.73338 -1.58875 -4.30920 -0.5 0.0 0.8
H 3.14813 -0.58813 -1.71824 -0.3 0.5 -1.0
H 2.92477 -0.39781 -3.53865 -0.3 0.4 0.8
H 1.31965 1.61905 -2.43153 0.9 0.0 0.6
H 3.81032 2.00323 -4.03062 -1.3 0.2 0.4
H 1.90295 3.31570 -4.84788 0.2 0.7 0.9
H 2.59620 4.56699 -3.64339 -0.3 -0.9 -0.4
H 1.14775 3.56760 -3.23592 0.9 -0.1 -0.2
H 1.13971 0.05767 -0.17831 -0.6 -0.5 -0.8
C -4.20490 -1.10565 4.77875 -0.5 0.0 0.8
C -2.97259 -2.03317 4.84038 0.6 1.6 -0.9
C -1.91374 -1.38853 5.75993 -0.3 0.0 0.9
O -2.45546 -2.13700 3.60211 0.1 -0.9 -0.5
H -3.95489 -0.11670 4.38102 0.2 -0.1 -0.1
H -4.99167 -1.53490 4.15104 0.2 -0.1 -0.1
H -4.63218 -0.95702 5.78354 -0.1 0.1 0.0
H -3.31164 -2.95525 5.36634 0.0 -0.4 -0.1
H -1.59301 -0.40840 5.39257 -0.1 -0.1 -0.2
H -1.02774 -2.02424 5.84860 -0.1 0.0 -0.2
H -2.31565 -1.24312 6.77560 0.1 0.0 0.1
```
Positions in Å, forces in eV/Å.

# 2
Below is a structure of composition C35H32N6O5Pt, with properties calculated with ωB97M-V with the def2-TZVPD basis set.

largest force on an atom = 0.0369 Eh/bohr
Kohn-Sham gap (spin up / spin down) = 0.20820 / 0.14538 Eh
<S²> = 6.090
multiplicity = 5
relative energy (zero: lowest compared OMol25 entry of this formula, charge and spin) = 332.1 kJ/mol
calculated total energy = -59220.602 eV
total charge = +2
HOMO (spin up / spin down) = -12.533 / -12.951 eV

XYZ file:
```
79
Properties=species:S:1:pos:R:3:forces:R:3
Pt 0.69806 1.60618 -0.63516 0.4 0.8 -0.5
O 1.12976 4.44648 2.47844 -0.1 -0.2 -0.1
C 0.87666 3.28288 2.24644 0.5 0.1 0.8
N 0.09076 2.89008 1.19574 -0.6 -0.2 -1.3
C -0.92414 3.71048 0.84884 0.2 -0.1 -0.1
C -1.73244 4.36938 1.79374 -0.6 0.6 0.2
C -2.76604 5.17398 1.38334 0.5 -0.4 0.6
C -3.03114 5.35328 0.01514 0.2 -0.1 -0.5
C -2.24594 4.75338 -0.93516 -0.2 0.2 -0.1
C -1.17374 3.93218 -0.54906 -0.1 0.1 0.3
N -0.33424 3.30958 -1.40096 0.1 -0.4 0.4
C -0.11634 3.75888 -2.67666 -0.1 0.1 0.0
O -0.29504 4.88868 -3.06416 0.0 -0.2 -0.1
C 0.31166 2.64248 -3.57526 -0.1 0.2 -0.6
C 0.44486 2.86278 -4.94006 0.0 -0.1 0.3
C 0.68416 1.77428 -5.76046 0.0 0.0 0.2
C 0.74276 0.51148 -5.18686 -0.1 0.0 0.2
C 0.60366 0.38798 -3.81016 0.1 -0.3 -0.4
N 0.41076 1.43528 -3.02446 0.0 0.2 0.6
C 1.40206 2.21708 3.16624 0.7 0.7 0.8
C 2.32806 2.61228 4.13624 -0.2 -0.1 -0.3
C 2.73606 1.67518 5.06634 0.1 0.1 0.1
C 2.21596 0.39068 5.01944 -0.2 -0.1 -0.1
C 1.27916 0.09998 4.03354 0.5 0.2 0.6
N 0.90856 1.00328 3.15764 -1.1 -0.2 -0.8
H -1.54084 4.21318 2.84454 0.0 0.0 0.1
H -3.38504 5.66968 2.11464 -0.1 0.0 0.1
H -3.86134 5.97078 -0.29026 -0.1 0.1 0.0
H -2.43344 4.91038 -1.98626 0.0 0.0 0.0
H 0.34436 3.87248 -5.30656 0.0 0.1 -0.1
H 0.80376 1.90938 -6.82386 0.0 0.0 -0.1
H 0.88676 -0.36792 -5.79486 0.0 -0.1 0.0
H 0.63556 -0.57962 -3.32906 0.1 0.0 0.0
H 2.67666 3.63478 4.13204 0.1 0.0 0.1
H 3.44346 1.94708 5.83614 0.1 0.0 0.0
H 2.51486 -0.35592 5.73824 0.0 -0.1 0.1
H 0.80466 -0.86922 3.96684 0.0 -0.2 0.0
C 2.94966 -2.39332 -2.58986 -0.3 0.1 -0.2
N 3.70726 -1.71902 -1.55396 -0.1 0.0 -0.1
C 4.87916 -2.40332 -1.05906 0.4 -0.1 0.1
C 3.32276 -0.53492 -1.11266 0.4 0.1 0.2
O 2.31636 0.05138 -1.52916 -0.6 0.3 0.0
H 3.60826 -3.03532 -3.16876 0.1 0.0 0.0
H 2.50986 -1.64942 -3.25126 0.1 -0.1 0.0
H 2.15076 -3.00312 -2.15936 0.0 0.0 0.0
H 5.62236 -2.49282 -1.85466 0.0 0.0 0.1
H 4.60116 -3.40382 -0.72196 0.0 0.0 0.0
H 5.32336 -1.85882 -0.22736 0.0 0.0 0.0
H 3.97346 -0.09542 -0.34736 0.0 0.0 0.0
C -2.72754 -1.95092 3.04044 -0.1 0.0 0.6
O -2.40574 -1.94272 1.66264 0.0 -0.2 -0.7
C -3.20664 -2.60082 0.79994 -0.1 0.2 -0.3
C -4.23144 -3.47432 1.16334 0.2 0.1 0.2
C -5.04804 -4.04952 0.20854 0.1 0.1 -0.2
C -4.87064 -3.76522 -1.14236 0.0 0.0 0.0
C -3.86534 -2.90382 -1.52646 0.0 -0.1 0.1
C -3.01394 -2.33592 -0.57776 -0.5 -0.7 0.5
N -2.07964 -1.39012 -1.01016 1.0 0.5 0.5
C -0.90934 -1.05352 -0.48866 -1.3 0.8 -1.2
C -0.01694 -1.80392 0.28374 0.5 -1.3 0.7
C -0.07944 -3.21432 0.39524 -0.5 1.2 -0.5
C 0.93266 -3.92902 0.97354 0.5 -0.2 0.3
C 2.03766 -3.26792 1.53834 0.1 0.0 0.0
C 2.12186 -1.90582 1.50684 0.1 0.0 0.3
C 1.11186 -1.10612 0.88614 -0.4 0.1 0.1
O 1.22356 0.15538 0.92674 0.4 -0.8 -0.6
H -2.05364 -1.23222 3.50064 0.0 0.0 0.0
H -2.56024 -2.93532 3.48024 0.0 0.0 0.0
H -3.76004 -1.64142 3.20874 0.0 0.0 0.0
H -4.39034 -3.70772 2.20324 0.0 0.0 0.1
H -5.83584 -4.71902 0.52034 0.0 0.0 0.0
H -5.51484 -4.21432 -1.88076 0.0 0.0 -0.1
H -3.71504 -2.67002 -2.57046 0.0 0.0 -0.1
H -2.41604 -0.82572 -1.78566 0.1 0.2 0.2
H -0.55784 -0.03672 -0.77406 -0.4 -0.7 -0.2
H -0.91824 -3.74592 -0.02606 -0.1 0.0 -0.1
H 0.88556 -5.00572 1.00484 0.0 -0.1 0.0
H 2.82106 -3.85052 2.00054 0.1 0.0 0.1
H 2.94496 -1.38242 1.96984 0.1 0.1 0.0
```
Positions in Å, forces in eV/Å.

# 3
Below is a cluster of 9 separate species, C30H62N16O14 in total, with properties calculated with ωB97M-V with the def2-TZVPD basis set.

largest force on an atom = 0.0745 Eh/bohr
Kohn-Sham gap = 0.29639 Eh
multiplicity = 1
SMILES = C=CC(=O)OCCCCCCC1=CC(=O)C(CCCC)=C(COC(C)=O)C1=O.NC(N)=O.NC(N)=O.NC(N)=O.NC(N)=O.NC(N)=O.NC(N)=O.NC(N)=O.NC(N)=O
calculated total energy = -84624.905 eV
HOMO = -9.280 eV

XYZ file:
```
122
Properties=species:S:1:pos:R:3:forces:R:3
C 8.08835 -2.84571 -0.78793 -0.7 2.9 -0.2
C 7.86984 -1.46278 -0.64563 0.2 -1.5 0.1
C 7.22346 -0.63212 -1.82880 1.6 -1.2 -1.9
O 7.49674 -0.99550 -2.99223 -1.3 1.2 3.3
O 6.39857 0.47869 -1.55428 0.9 -2.4 -0.6
C 5.27472 0.46136 -2.48356 -1.4 0.8 -0.3
C 4.30028 1.66800 -2.10706 -1.0 -1.2 0.6
C 3.05184 1.75854 -3.14452 1.8 0.7 1.0
C 2.18214 3.01585 -2.68066 0.4 0.2 -0.9
C 0.67532 3.04740 -3.23093 0.3 0.5 -0.2
C 0.25364 1.79619 -4.12229 -1.5 -0.5 0.7
C -0.16342 0.50788 -3.24892 0.1 -0.1 1.8
C -0.31376 0.52303 -1.85220 -0.2 -1.3 -2.2
C -0.68319 -0.82493 -1.09593 0.3 0.5 1.9
O -0.64516 -0.81980 0.16111 -0.2 -0.1 -3.7
C -1.04101 -2.15840 -1.87508 0.2 -0.5 -1.6
C -1.53045 -3.40997 -0.99145 0.3 0.9 -0.8
C -2.89673 -3.00551 -0.26338 -0.5 0.3 0.4
C -2.81487 -2.91545 1.32821 -0.6 -0.8 0.5
C -2.01252 -4.12550 2.02563 -0.2 1.0 -0.2
C -0.88973 -2.19778 -3.27806 -0.1 1.3 1.9
C -1.19015 -3.51688 -4.12982 0.8 1.3 -0.2
O -0.27473 -4.57411 -3.68289 0.8 0.9 -1.0
C 0.77025 -4.76725 -4.62305 0.4 -2.2 -2.6
C 2.19432 -4.03216 -4.53729 -0.3 0.2 0.4
O 0.57992 -5.58505 -5.54289 0.5 2.6 2.8
C -0.37659 -0.86644 -3.99270 0.5 -0.6 -2.1
O -0.08975 -0.91982 -5.22091 -0.9 0.2 3.4
H 8.51892 -3.44029 0.07271 -0.6 0.8 -1.3
H 7.81188 -3.32478 -1.78206 0.4 0.5 1.6
H 8.20015 -0.93216 0.30891 -0.8 -0.7 -1.4
H 4.73419 -0.54066 -2.31379 0.7 1.5 -0.5
H 5.58122 0.56376 -3.57686 -0.1 -0.3 1.6
H 3.81373 1.39151 -1.09912 0.9 0.6 -1.3
H 4.81880 2.66636 -1.95821 -0.4 -1.3 -0.5
H 3.53819 1.94955 -4.16874 -1.2 -0.5 1.2
H 2.52882 0.75488 -3.07265 0.4 1.3 -0.4
H 2.24180 3.11961 -1.54955 -0.3 -0.3 -1.4
H 2.70551 3.94360 -3.11794 -0.7 -1.4 0.8
H -0.00773 3.23220 -2.33359 0.6 -0.5 -1.4
H 0.55218 3.97905 -3.89551 0.2 -1.4 1.0
H 1.00838 1.51405 -4.91945 -0.8 0.3 1.2
H -0.70944 2.08826 -4.68222 1.4 -0.5 0.7
H -0.17239 1.45706 -1.23191 -0.2 -1.4 -0.7
H -1.67213 -4.34808 -1.63989 0.3 1.7 0.8
H -0.66551 -3.64765 -0.29148 -1.3 0.4 -0.6
H -3.75957 -3.72683 -0.54524 1.7 1.1 0.4
H -3.24166 -1.97285 -0.63966 0.5 -1.5 0.4
H -2.41669 -1.92669 1.72535 -0.6 -1.2 -0.8
H -3.89778 -2.99536 1.71245 1.5 0.3 -0.6
H -2.30850 -4.14220 3.12696 0.4 -0.3 -1.6
H -0.88831 -3.91962 1.99099 -1.5 -0.5 -0.1
H -2.27452 -5.07909 1.46511 0.4 1.0 0.9
H -0.95342 -3.35523 -5.24276 -0.8 0.1 1.7
H -2.27716 -3.80662 -3.97031 1.5 0.0 -0.2
H 2.62104 -4.10141 -3.47684 -0.7 0.1 -1.5
H 2.94221 -4.50207 -5.28530 -1.5 0.6 1.3
H 2.08898 -2.91825 -4.79575 -0.1 -1.6 0.4
N -7.75857 -4.22952 -0.17977 -0.2 -0.6 0.6
C -6.92048 -3.64902 -1.07676 0.2 0.2 -0.3
N -7.42963 -2.56534 -1.70847 0.1 0.3 -0.4
O -5.79319 -4.07241 -1.29612 0.0 -0.1 0.1
H -8.68561 -3.89739 0.01438 0.1 0.1 -0.1
H -7.41631 -5.03834 0.31106 -0.1 0.1 -0.1
H -6.83780 -2.10617 -2.38224 -0.1 0.0 0.1
H -8.35250 -2.20187 -1.54125 0.1 0.2 0.1
N -3.33396 -0.16884 -5.51644 0.4 -0.4 0.0
C -4.48859 0.41190 -5.10210 -0.2 -0.3 0.3
N -4.79221 1.58068 -5.72364 -0.4 0.6 -0.1
O -5.19967 -0.07794 -4.23730 0.1 0.1 -0.1
H -2.73574 0.21665 -6.22436 0.0 -0.1 0.1
H -3.07503 -1.03721 -5.07863 0.0 0.1 -0.1
H -5.64146 2.04186 -5.44331 0.1 -0.1 -0.1
H -4.22272 1.99971 -6.43555 0.0 -0.1 0.0
N -0.23316 -1.25162 3.24238 -0.1 0.2 -0.3
C -0.39847 -1.91562 4.40958 -0.4 0.0 -0.3
N 0.68866 -1.91231 5.22668 0.5 0.0 0.8
O -1.44408 -2.47631 4.70498 0.1 0.1 0.2
H 0.61558 -0.78443 2.97787 -0.1 0.0 0.0
H -1.01593 -1.23464 2.61102 0.3 0.0 0.0
H 0.60411 -2.39745 6.10452 0.0 0.0 -0.2
H 1.55687 -1.45825 5.00147 0.0 0.0 -0.1
N 1.58479 3.26343 6.52834 0.4 0.3 -0.2
C 1.53815 2.00713 6.02134 0.1 0.2 -0.1
N 0.70443 1.15778 6.67499 -0.3 -0.6 0.1
O 2.19649 1.66178 5.04851 -0.1 -0.2 0.0
H 1.05322 3.56417 7.32351 0.0 -0.1 -0.1
H 2.19367 3.92507 6.06893 -0.2 0.2 0.2
H 0.64637 0.21659 6.32367 -0.1 0.0 0.0
H 0.15496 1.41598 7.47350 0.1 0.0 -0.1
N 2.92587 6.36975 8.46483 -0.3 -0.3 0.1
C 3.42308 6.39070 7.20507 -0.2 -0.1 0.1
N 4.69813 6.84465 7.10423 0.6 0.2 -0.4
O 2.77378 6.02882 6.23134 0.0 0.0 0.0
H 3.44083 6.66219 9.27489 -0.2 0.1 0.0
H 1.98294 6.04030 8.58069 0.1 0.2 0.1
H 5.10268 6.87504 6.18331 -0.1 0.0 0.2
H 5.24769 7.14584 7.88768 -0.1 0.0 0.0
N 3.98270 -4.18395 -8.13542 -0.7 0.1 -0.1
C 5.06361 -4.55483 -7.40244 0.0 -0.2 0.3
N 6.25435 -4.11002 -7.87845 0.7 0.1 0.0
O 4.97121 -5.23639 -6.39259 0.0 0.1 -0.1
H 4.03629 -3.62514 -8.96692 0.0 0.0 0.1
H 3.08055 -4.49580 -7.81351 0.1 0.0 -0.1
H 7.07900 -4.36502 -7.36118 -0.1 0.1 -0.1
H 6.35197 -3.54987 -8.70500 0.0 0.0 0.1
N 0.29893 9.59692 9.63764 0.3 0.5 -0.2
C 0.22510 8.36962 10.21031 0.3 -0.1 0.1
N -1.03511 7.89420 10.37648 -0.4 -0.5 0.2
O 1.21676 7.74059 10.55032 -0.1 0.0 0.0
H -0.50186 10.12938 9.35141 0.0 -0.1 0.0
H 1.21750 9.98309 9.49761 -0.2 -0.1 0.0
H -1.13063 6.98588 10.79877 0.0 0.2 0.0
H -1.86160 8.39395 10.10455 0.1 0.0 0.0
N -9.09088 -0.19581 1.92094 -0.5 -0.2 0.5
C -8.58309 -0.13258 0.66390 0.1 0.0 -0.2
N -7.31524 0.33966 0.58570 0.4 0.2 -0.3
O -9.22049 -0.47565 -0.32269 -0.1 -0.1 0.1
H -8.58521 0.08004 2.74250 0.0 0.0 -0.1
H -10.03060 -0.54175 2.01911 0.2 0.1 0.0
H -6.90390 0.40052 -0.33142 0.0 -0.1 0.1
H -6.77505 0.62579 1.38144 0.0 -0.1 0.0
```
Positions in Å, forces in eV/Å.

# 4
Below is a structure of composition C6H6O5V, with properties calculated with ωB97M-V with the def2-TZVPD basis set.

largest force on an atom = 0.2134 Eh/bohr
Kohn-Sham gap (spin up / spin down) = 0.35192 / 0.31610 Eh
<S²> = 3.769
multiplicity = 4
relative energy (zero: lowest compared OMol25 entry of this formula, charge and spin) = 10.4 kJ/mol
calculated total energy = -42223.095 eV
total charge = +2
HOMO (spin up / spin down) = -19.970 / -20.435 eV

XYZ file:
```
18
Properties=species:S:1:pos:R:3:forces:R:3
O 0.78144 -2.99346 -1.10057 -0.1 5.0 0.1
C 0.76137 -1.83594 -1.10467 0.2 -10.8 -0.3
V 0.74614 0.01531 -1.09585 -4.7 0.0 -0.3
O -1.92996 0.02274 -4.30519 2.8 0.0 3.4
C -1.18831 0.01180 -3.42635 -2.4 0.1 -2.8
C 2.57431 0.02389 -1.38211 9.6 0.0 -1.6
O 3.72361 0.02580 -1.58588 -5.5 0.0 1.0
C 0.76307 1.86922 -1.04447 0.1 11.0 0.0
O 0.78267 3.03251 -1.02355 -0.1 -5.4 0.0
C -1.20649 -0.23465 2.58803 -0.1 -0.1 -0.5
C -0.92173 0.07099 1.12718 0.4 0.3 1.2
O 0.54932 -0.15814 0.88830 -0.6 -0.3 -1.0
H -0.97797 -1.27804 2.80703 -0.1 0.1 0.0
H -2.26681 -0.05671 2.74557 -0.1 0.0 0.2
H -0.62893 0.41668 3.24154 0.0 0.1 0.0
H -1.45977 -0.59042 0.46505 -0.1 -0.4 -0.4
H -1.11556 1.11507 0.88252 -0.2 0.1 0.0
H 1.01358 0.54334 1.32341 0.7 0.6 1.2
```
Positions in Å, forces in eV/Å.

# 5
Below is a cluster of 2 separate species, C4H3Cl4N2O3 in total, with properties calculated with ωB97M-V with the def2-TZVPD basis set.

largest force on an atom = 0.0732 Eh/bohr
Kohn-Sham gap (spin up / spin down) = 0.20304 / 0.20302 Eh
multiplicity = 1
relative energy (zero: lowest compared OMol25 entry of this formula, charge and spin) = 164.3 kJ/mol
calculated total energy = -63393.230 eV
total charge = +1
HOMO (spin up / spin down) = -12.516 / -12.516 eV

XYZ file:
```
16
Properties=species:S:1:pos:R:3:forces:R:3
C 0.90328 -0.48140 0.89127 1.4 2.2 -1.1
C 1.92674 0.24449 0.27430 -2.2 -1.2 0.7
C 0.20571 1.59119 0.37728 1.6 -0.1 0.4
C -2.46765 -0.05537 0.95625 2.7 1.7 -2.0
N 1.46025 1.51236 0.05525 0.5 -0.3 -1.1
N -0.14865 0.41368 0.98245 -0.3 0.7 -0.7
O 3.09161 -0.13751 -0.30610 -0.1 1.1 0.1
O -0.85724 -1.01593 -1.97315 0.5 0.4 -0.3
O -1.32675 0.01130 1.60634 -1.9 -0.4 -1.3
Cl -0.68941 2.96919 0.13787 -0.7 0.6 0.3
Cl -2.80801 0.64574 -0.54074 0.5 -1.0 2.0
Cl 3.74334 -1.65647 -0.02218 -0.6 0.2 0.4
Cl 0.31817 -0.13578 -2.89675 -0.9 -0.9 0.6
H 0.79424 -1.33183 1.42276 0.1 -2.9 1.2
H -3.20296 -0.66367 1.38777 -1.1 -0.5 1.1
H -0.94267 -1.90996 -2.35265 0.4 0.4 -0.3
```
Positions in Å, forces in eV/Å.